DFT (the ωB97M-V functional and the def2-TZVPD basis) results for a molecular structure, C34H39AsFeN9S3.

The geometry in XYZ format:
```
87
Properties=species:S:1:pos:R:3:forces:R:3:lowdin_spin:R:1
Fe 0.102 -0.249 0.112 0.2 -0.1 0.6 4.105
C -4.380 1.954 -1.680 0.0 0.0 -0.1 0.007
S -3.250 3.021 -0.779 0.2 0.0 0.0 0.004
C -1.949 1.966 -0.313 -0.6 0.1 0.2 0.023
S -1.978 0.282 -0.767 0.3 -0.1 0.0 0.220
N -1.075 2.550 0.451 0.2 0.0 0.0 0.025
N -0.061 1.736 0.835 0.0 -0.1 -0.2 0.085
C 0.848 2.194 1.608 0.1 -0.2 0.0 0.026
C 1.971 1.302 1.897 0.0 0.1 0.1 0.004
C 3.004 1.670 2.751 0.0 -0.2 -0.1 0.004
C 4.042 0.774 2.954 -0.1 0.0 0.0 -0.003
C 4.016 -0.450 2.299 0.0 0.0 0.0 0.006
C 2.951 -0.741 1.463 0.1 0.0 0.1 0.005
N 1.951 0.115 1.262 -0.1 0.1 -0.1 0.069
H -5.199 2.613 -1.965 0.0 0.0 0.0 0.000
H -3.915 1.550 -2.576 0.0 0.0 0.0 0.002
H -4.776 1.158 -1.053 0.0 0.0 0.0 0.002
H 0.819 3.201 2.006 -0.1 0.1 -0.1 0.003
H 2.993 2.634 3.238 0.0 0.0 0.0 0.000
H 4.860 1.029 3.613 0.0 0.0 0.0 0.000
H 4.807 -1.176 2.428 0.0 0.0 0.0 0.001
H 2.894 -1.683 0.930 0.0 0.0 0.0 0.001
C 0.159 -6.108 -3.300 0.0 0.0 0.0 0.000
C -1.057 -6.138 -2.382 -0.1 0.0 0.0 0.000
C -0.686 -6.582 -0.970 0.0 0.0 0.0 0.000
C -1.804 -4.805 -2.386 0.0 0.1 0.0 0.001
N -0.999 -3.708 -1.826 0.2 0.1 0.0 0.007
C -0.752 -3.364 -0.567 0.0 -0.1 0.0 0.010
N 0.102 -2.357 -0.574 -0.2 0.5 -0.1 0.045
N 0.342 -2.090 -1.882 0.2 0.1 -0.3 0.016
N -0.304 -2.883 -2.632 -0.1 -0.2 0.1 0.002
H 0.639 -7.085 -3.325 0.0 0.0 0.0 0.000
H 0.904 -5.389 -2.951 0.0 0.0 0.0 0.000
H -0.114 -5.838 -4.320 0.0 0.0 0.0 0.000
H -1.781 -6.853 -2.781 0.0 0.0 0.0 0.000
H 0.113 -5.961 -0.552 0.0 0.0 0.0 0.000
H -0.311 -7.604 -0.982 0.0 0.0 0.0 0.000
H -1.545 -6.558 -0.294 0.0 0.0 0.0 0.000
H -2.726 -4.845 -1.806 0.0 -0.1 0.0 0.000
H -2.042 -4.477 -3.397 0.0 -0.1 0.0 0.000
H -1.171 -3.839 0.300 0.0 0.0 0.0 0.000
C -1.015 -4.874 2.914 0.0 0.0 0.0 0.001
N -0.655 -3.466 2.758 -0.1 0.1 0.1 0.006
C -1.412 -2.364 2.856 -0.1 -0.1 0.0 0.017
S -0.696 -0.828 2.559 0.1 0.2 -0.2 0.084
N -2.693 -2.374 3.210 0.0 0.0 -0.1 0.014
C -3.485 -3.386 3.911 0.0 0.0 0.0 0.001
H -0.258 -5.465 2.401 0.0 0.0 0.0 0.000
H -1.976 -5.076 2.448 0.0 0.0 0.0 0.000
H -1.040 -5.187 3.956 0.0 0.0 0.0 0.000
H 0.329 -3.254 2.702 0.0 0.0 0.0 0.000
H -3.127 -1.470 3.106 0.0 0.0 0.0 0.001
H -2.871 -3.946 4.607 0.0 0.0 0.0 0.000
H -3.986 -4.062 3.220 0.0 0.0 0.0 0.001
H -4.240 -2.861 4.489 0.0 0.0 0.0 0.000
C 4.908 -1.380 -4.158 0.0 0.0 0.0 0.005
C 3.795 -0.934 -4.855 0.0 0.0 0.0 0.001
C 2.776 -0.265 -4.190 0.0 0.0 0.0 0.008
C 2.880 -0.050 -2.821 0.0 0.0 -0.1 0.025
C 3.993 -0.502 -2.119 0.0 0.0 0.0 0.005
C 5.010 -1.162 -2.791 0.0 0.0 0.0 0.000
As 1.501 0.890 -1.871 -0.3 -0.1 0.1 0.107
C 0.266 1.678 -3.103 0.0 0.1 0.0 0.010
C -0.636 1.043 -3.940 0.0 0.0 0.0 0.004
C -1.506 1.816 -4.696 0.0 0.0 0.0 0.000
C -1.484 3.202 -4.585 0.0 0.0 0.0 0.003
C -0.589 3.834 -3.736 0.0 -0.1 0.0 0.001
C 0.305 3.074 -2.989 -0.1 -0.1 -0.1 0.004
C 1.338 3.609 -2.079 0.1 0.0 0.1 0.005
C 1.595 4.955 -1.841 0.0 -0.1 0.0 0.000
C 2.636 5.318 -1.001 0.0 0.0 0.0 0.005
C 3.439 4.355 -0.399 0.0 0.0 0.0 0.000
C 3.188 3.007 -0.618 0.0 0.0 0.0 0.005
C 2.136 2.648 -1.445 0.0 0.1 0.0 0.014
H 5.704 -1.891 -4.683 0.0 0.0 0.0 0.000
H 3.721 -1.097 -5.921 0.0 0.0 0.0 0.000
H 1.920 0.097 -4.744 0.0 0.0 0.0 0.001
H 4.086 -0.326 -1.053 0.0 0.0 0.0 0.000
H 5.884 -1.501 -2.251 0.0 0.0 0.0 0.000
H -0.666 -0.038 -4.011 0.0 0.0 0.0 0.000
H -2.202 1.339 -5.374 0.0 0.0 0.0 0.000
H -2.168 3.797 -5.176 0.0 0.0 0.0 0.000
H -0.587 4.913 -3.668 0.0 0.0 0.0 0.000
H 0.999 5.723 -2.314 0.0 0.0 0.0 0.000
H 2.838 6.366 -0.826 0.0 0.0 0.0 0.000
H 4.265 4.658 0.229 0.0 0.0 0.0 0.000
H 3.823 2.256 -0.164 0.0 0.0 0.0 0.000
```
Forces are in eV/Å.

## Properties
Gap between HOMO and LUMO (alpha / beta), eV: 7.12 / 6.33
Energy relative to the best compared isomer or geometry (same formula, charge and spin), eV: 0.685
Calculated total energy, eV: -177020.3994
Multiplicity: 6
Total charge: +2
Largest force on an atom, Eh/bohr: 0.0126

***

DFT (the ωB97M-V functional and the def2-TZVPD basis) results for a gas-phase ion, C9H11N4S2 (charge +1) at a distorted geometry.

The geometry in XYZ format:
```
26
Properties=species:S:1:pos:R:3:forces:R:3:lowdin_charge:R:1
C 2.789 1.770 -0.545 1.3 3.6 -0.5 -0.087
C 1.869 1.623 0.448 -1.0 0.8 2.9 -0.080
C 2.690 0.947 -1.597 0.0 -1.8 -2.1 -0.070
C 0.931 0.617 0.481 0.4 -1.1 0.7 -0.055
C 1.718 -0.067 -1.665 1.1 0.4 0.8 0.006
C 0.887 -0.285 -0.595 -0.2 1.1 0.9 -0.267
C -3.021 -0.467 1.722 -1.1 1.3 0.4 -0.226
C -2.914 0.989 -0.319 0.9 0.0 -0.4 -0.846
C -1.408 -0.911 -0.494 -0.1 0.5 -0.6 -0.686
N -3.558 0.372 0.782 -2.2 1.6 -0.7 0.042
N -1.667 0.424 -0.724 0.0 -0.9 1.6 0.001
N -1.900 -0.992 1.516 0.3 -0.8 -0.4 0.096
N -0.123 -1.281 -0.559 0.9 -1.4 -1.4 0.070
S -3.344 2.283 -1.177 -0.9 0.1 0.6 0.811
S -2.665 -2.054 -0.997 0.7 -0.4 -0.4 0.943
H 3.472 2.700 -0.670 -1.1 -1.9 0.8 0.160
H 1.807 2.246 1.360 0.6 0.0 -0.8 0.129
H 3.383 1.016 -2.437 -0.2 0.1 0.2 0.124
H 0.408 0.417 1.450 0.1 0.3 -1.3 0.135
H 1.819 -0.735 -2.468 -0.4 -0.8 -1.1 0.106
H -3.690 -0.468 2.611 0.6 -0.9 -0.4 0.165
H -4.563 0.695 0.981 2.3 -0.3 -0.6 0.190
H -0.817 1.033 -0.693 -1.2 -0.4 -0.2 0.142
H -1.717 -1.850 2.004 0.5 0.0 0.9 0.112
H 0.163 -2.157 -1.054 -0.8 1.0 0.9 0.172
H -1.694 -2.951 -1.293 -0.6 -0.1 0.0 -0.088
```
Forces are in eV/Å.

## Properties
Gap between HOMO and LUMO, eV: 8.24
Energy relative to the best compared isomer or geometry (same formula, charge and spin), eV: 0.359
Calculated total energy, eV: -37134.2606
Multiplicity: 1
Total charge: +1
Largest force on an atom, Eh/bohr: 0.0742

***

DFT (the ωB97M-V functional and the def2-TZVPD basis) results for 2 unconnected molecules or ions with the total composition C4H12N2S at a distorted geometry.

The geometry in XYZ format:
```
19
Properties=species:S:1:pos:R:3:forces:R:3:lowdin_charge:R:1
C -1.297 0.035 -0.861 -2.7 1.1 1.2 -0.160
C 0.053 -2.040 -1.294 -0.5 -0.4 2.5 -0.085
C 0.063 2.751 1.243 -1.9 0.5 -0.9 0.026
C 0.067 -0.521 -0.856 1.2 -1.6 -0.5 -0.535
N 0.265 -0.716 1.931 -0.6 0.9 -0.4 -0.291
N 2.432 -0.543 0.372 -0.5 0.2 0.1 -0.272
S 0.993 -0.057 0.695 -0.8 -1.2 -0.1 0.777
H -2.083 -0.308 -0.042 1.9 0.1 -1.5 0.123
H -1.241 1.149 -0.673 -0.4 -1.1 -0.9 0.051
H -1.732 -0.278 -1.846 0.1 0.9 0.8 0.094
H -0.563 -2.787 -0.689 0.6 1.5 0.0 0.103
H 1.022 -2.506 -1.311 0.6 0.2 -0.3 0.059
H -0.442 -2.092 -2.227 -0.1 0.2 -1.3 0.049
H -0.702 2.704 0.386 1.5 0.1 1.4 0.001
H -0.284 2.315 2.171 0.1 -0.4 -0.1 -0.025
H 0.514 3.729 1.412 0.3 -0.3 -0.4 -0.015
H 0.671 -0.003 -1.618 -0.2 -0.1 0.2 0.112
H -0.684 -0.264 1.962 1.0 -0.5 0.1 -0.007
H 2.948 -0.569 1.244 0.3 0.0 0.2 -0.006
```
Forces are in eV/Å.

## Properties
Gap between HOMO and LUMO (alpha / beta), eV: 7.87 / 7.91
Energy relative to the best compared isomer or geometry (same formula, charge and spin), eV: 5.771
Calculated total energy, eV: -18152.2471
Multiplicity: 1
Largest force on an atom, Eh/bohr: 0.0615

***

DFT (the ωB97M-V functional and the def2-TZVPD basis) results for a gas-phase ion, C6H10NO2S (charge +1) at a distorted geometry.

The geometry in XYZ format:
```
20
Properties=species:S:1:pos:R:3:forces:R:3:lowdin_charge:R:1
C 2.501 -0.470 -0.454 0.2 -2.7 -2.6 -0.136
C 2.350 0.758 -0.001 0.5 -0.8 -0.6 -0.176
C 1.436 -1.603 -0.511 1.0 -0.5 0.4 -0.365
C -1.561 1.008 0.320 -1.1 -0.9 1.5 -0.024
C -0.071 0.566 0.006 -0.5 -0.7 1.5 -0.290
C -2.776 -0.070 -0.063 3.9 0.5 1.1 -0.538
N 1.154 1.162 0.494 -3.0 2.4 0.2 -0.060
O -2.417 -1.192 -0.192 -0.8 -1.9 -0.7 0.063
O -3.940 0.482 -0.143 -1.6 0.9 -0.1 0.164
S 0.181 -1.284 0.810 0.1 -0.3 -0.4 1.116
H 3.370 -0.817 -1.069 -0.5 0.8 1.0 0.130
H 3.148 1.470 -0.066 0.3 0.3 0.3 0.133
H 0.797 -1.664 -1.453 1.1 0.0 1.1 0.115
H 2.013 -2.608 -0.335 -1.5 1.8 -0.2 0.135
H -1.636 1.118 1.459 -0.2 0.5 -1.7 0.145
H -2.030 1.775 -0.288 1.2 1.2 0.4 0.111
H -0.022 0.194 -0.998 0.5 0.5 -0.7 0.105
H 1.195 1.956 1.157 -0.8 -0.8 -0.8 0.176
H 1.069 -0.736 1.666 -0.1 -0.4 0.1 0.010
H -4.760 -0.047 -0.337 1.4 0.0 0.2 0.188
```
Forces are in eV/Å.

## Properties
Gap between HOMO and LUMO, eV: 9.51
Energy relative to the best compared isomer or geometry (same formula, charge and spin), eV: 2.038
Calculated total energy, eV: -22795.4163
Multiplicity: 1
Total charge: +1
Largest force on an atom, Eh/bohr: 0.0798

***

The lowest largest force on an atom belongs to which entry? C34H39AsFeN9S3